{
  "formula": "C33H60BBaN4O6SeSi",
  "method": "wB97M-V/def2-TZVPD",
  "symbols": ["Ba", "C", "C", "C", "C", "C", "C", "N", "C", "C", "N", "C", "C", "O", "O", "C", "C", "C", "C", "C", "C", "N", "C", "C", "N", "C", "C", "O", "O", "H", "H", "H", "H", "H", "H", "H", "H", "H", "H", "H", "H", "H", "H", "H", "H", "H", "H", "H", "H", "H", "H", "H", "H", "H", "H", "H", "H", "H", "H", "H", "H", "H", "H", "H", "H", "H", "H", "H", "C", "C", "C", "C", "C", "C", "C", "C", "O", "B", "O", "C", "C", "H", "H", "H", "H", "H", "H", "H", "H", "H", "H", "H", "H", "C", "Si", "C", "C", "Se", "H", "H", "H", "H", "H", "H", "H", "H", "H"],
  "positions_angstrom": [[0.828, -0.596, 2.260], [-3.005, -4.876, -1.787], [-2.267, -3.532, -1.740], [-0.894, -3.656, -2.404], [-0.403, -2.468, -3.245], [-1.428, -2.058, -4.300], [0.902, -2.906, -3.914], [-0.129, -1.289, -2.334], [0.560, -0.149, -3.006], [1.012, 0.976, -2.089], [-0.014, 1.679, -1.345], [0.570, 2.532, -0.304], [-0.308, 2.546, 0.957], [-0.684, 3.615, 1.426], [-0.567, 1.376, 1.422], [-1.026, 2.426, -2.113], [-0.450, 3.167, -3.322], [-2.251, 1.601, -2.522], [-3.114, 1.012, -1.395], [-4.344, 0.375, -2.041], [-3.576, 2.126, -0.443], [-2.314, -0.023, -0.712], [-2.981, -0.760, 0.368], [-3.360, -2.178, -0.032], [-2.165, -2.934, -0.409], [-1.721, -3.886, 0.615], [-1.635, -3.265, 2.024], [-2.656, -3.265, 2.714], [-0.494, -2.800, 2.356], [-3.253, -5.129, -2.820], [-3.933, -4.833, -1.213], [-2.396, -5.687, -1.383], [-2.864, -2.832, -2.328], [-0.912, -4.504, -3.094], [-0.135, -3.885, -1.652], [-1.772, -2.948, -4.830], [-0.998, -1.382, -5.039], [-2.297, -1.571, -3.856], [0.729, -3.854, -4.423], [1.685, -3.049, -3.165], [1.251, -2.195, -4.663], [-1.006, -0.975, -1.840], [0.510, -1.637, -1.572], [-0.079, 0.205, -3.812], [1.471, -0.550, -3.443], [1.612, 1.646, -2.730], [1.715, 0.553, -1.369], [0.717, 3.561, -0.653], [1.548, 2.139, -0.016], [-1.389, 3.189, -1.419], [-0.163, 2.483, -4.125], [0.431, 3.747, -3.042], [-1.190, 3.858, -3.730], [-1.967, 0.786, -3.195], [-2.894, 2.265, -3.111], [-4.928, 1.133, -2.567], [-4.991, -0.081, -1.290], [-4.056, -0.398, -2.759], [-3.981, 2.970, -1.010], [-2.764, 2.492, 0.186], [-4.368, 1.773, 0.218], [-1.519, 0.470, -0.305], [-3.860, -0.230, 0.750], [-2.286, -0.833, 1.205], [-4.048, -2.146, -0.880], [-3.882, -2.654, 0.803], [-0.728, -4.249, 0.342], [-2.408, -4.739, 0.697], [9.974, 2.170, 1.956], [9.251, 2.693, 0.714], [9.937, 2.091, -0.520], [9.407, 4.220, 0.683], [7.764, 2.330, 0.712], [6.967, 2.721, -0.366], [5.603, 2.437, -0.430], [5.048, 1.744, 0.623], [3.765, 1.346, 0.825], [3.704, 0.644, 2.095], [5.050, 0.684, 2.596], [5.825, 1.346, 1.698], [7.174, 1.625, 1.767], [11.030, 2.444, 1.905], [9.912, 1.083, 2.030], [9.561, 2.598, 2.871], [11.001, 2.348, -0.528], [9.494, 2.461, -1.445], [9.844, 1.004, -0.517], [10.465, 4.497, 0.687], [8.929, 4.671, 1.554], [8.947, 4.648, -0.209], [7.415, 3.269, -1.186], [5.000, 2.751, -1.273], [7.740, 1.295, 2.627], [2.619, -4.377, 2.123], [2.929, -4.124, 0.290], [2.090, -5.531, -0.648], [4.772, -4.288, -0.044], [2.257, -2.082, -0.332], [2.945, -5.367, 2.456], [1.556, -4.258, 2.347], [3.174, -3.627, 2.694], [2.564, -6.482, -0.388], [2.185, -5.392, -1.728], [1.028, -5.613, -0.405], [5.146, -5.271, 0.254], [5.320, -3.522, 0.508], [4.982, -4.143, -1.106]],
  "fmax_ev_per_a": 0.30,
  "de_lowest_kcal_mol": 1.61,
  "total_charge": -1,
  "orbital_gap_ha": 0.22562,
  "e_homo_ev": -4.1
}

***

{
  "formula": "C33H60F3KN2O15S7",
  "method": "wB97M-V/def2-TZVPD",
  "symbols": ["K", "C", "F", "F", "F", "S", "O", "O", "O", "C", "C", "C", "C", "N", "H", "H", "H", "H", "H", "H", "H", "C", "C", "C", "S", "O", "O", "C", "H", "H", "H", "H", "H", "H", "H", "H", "C", "C", "C", "S", "O", "O", "C", "H", "H", "H", "H", "H", "H", "H", "H", "C", "C", "C", "S", "O", "O", "C", "H", "H", "H", "H", "H", "H", "H", "H", "C", "C", "C", "S", "O", "O", "C", "H", "H", "H", "H", "H", "H", "H", "H", "C", "C", "C", "S", "O", "O", "C", "H", "H", "H", "H", "H", "H", "H", "H", "C", "C", "C", "S", "O", "O", "C", "H", "H", "H", "H", "H", "H", "H", "H", "N", "C", "C", "C", "C", "H", "H", "H", "H", "H"],
  "positions_angstrom": [[0.886, -1.598, -4.113], [-0.527, 0.479, -0.084], [0.441, 1.297, 0.335], [-1.386, 0.297, 0.921], [-1.175, 1.038, -1.110], [0.267, -1.128, -0.583], [-0.804, -1.904, -1.186], [1.289, -0.724, -1.538], [0.754, -1.663, 0.674], [-5.631, -1.967, 1.240], [-4.220, -1.421, 1.500], [-3.122, -2.430, 1.145], [-2.785, -3.319, 2.255], [-2.533, -4.042, 3.111], [-6.365, -1.184, 1.438], [-5.796, -2.837, 1.871], [-5.749, -2.200, 0.179], [-4.151, -1.111, 2.544], [-4.063, -0.499, 0.931], [-2.215, -1.929, 0.815], [-3.453, -3.063, 0.318], [-5.166, 4.283, 1.427], [-4.204, 3.459, 0.550], [-3.132, 2.944, 1.500], [-2.793, 4.354, 2.590], [-1.601, 5.015, 2.113], [-2.888, 3.935, 3.964], [-4.266, 5.294, 2.144], [-5.610, 3.623, 2.174], [-5.890, 4.811, 0.812], [-3.703, 4.146, -0.141], [-4.750, 2.685, 0.016], [-2.172, 2.644, 1.091], [-3.486, 2.106, 2.104], [-3.896, 6.028, 1.423], [-4.629, 5.823, 3.020], [4.939, -0.493, 0.070], [4.356, 0.553, -0.867], [4.871, 0.209, -2.278], [4.907, -1.619, -2.311], [6.251, -2.062, -2.583], [3.794, -2.144, -3.070], [4.562, -1.828, -0.544], [4.517, -0.425, 1.074], [6.019, -0.391, 0.192], [4.658, 1.576, -0.638], [3.263, 0.540, -0.875], [5.922, 0.500, -2.323], [4.377, 0.539, -3.187], [5.122, -2.725, -0.283], [3.492, -2.006, -0.430], [0.622, 3.380, -2.932], [1.854, 2.458, -3.057], [2.762, 2.993, -4.180], [1.677, 3.951, -5.258], [1.630, 3.356, -6.573], [1.969, 5.354, -5.070], [0.150, 3.563, -4.364], [0.888, 4.323, -2.457], [-0.144, 2.865, -2.354], [1.526, 1.438, -3.248], [2.370, 2.469, -2.096], [3.153, 2.133, -4.719], [3.553, 3.658, -3.843], [-0.151, 2.591, -4.767], [-0.595, 4.308, -4.628], [3.617, 2.406, 3.249], [2.875, 1.077, 3.083], [1.417, 1.311, 3.452], [1.517, 2.329, 4.944], [1.547, 1.504, 6.128], [0.584, 3.424, 4.836], [3.220, 2.936, 4.622], [3.361, 3.074, 2.422], [4.695, 2.254, 3.191], [3.292, 0.337, 3.774], [2.915, 0.637, 2.086], [0.874, 0.390, 3.652], [0.876, 1.935, 2.742], [3.824, 2.438, 5.378], [3.168, 4.002, 4.824], [-4.347, 1.322, -2.781], [-4.751, -0.083, -2.329], [-3.601, -1.028, -2.654], [-2.964, -0.432, -4.246], [-3.588, -1.163, -5.320], [-1.518, -0.306, -4.177], [-3.703, 1.215, -4.164], [-3.668, 1.818, -2.086], [-5.218, 1.976, -2.849], [-5.629, -0.365, -2.921], [-5.060, -0.140, -1.287], [-3.875, -2.078, -2.721], [-2.782, -0.942, -1.939], [-4.399, 1.236, -5.000], [-2.921, 1.955, -4.320], [-0.116, -5.028, 0.560], [1.403, -5.296, 0.565], [2.002, -4.755, -0.714], [0.789, -5.224, -1.970], [0.965, -6.620, -2.284], [0.799, -4.210, -3.001], [-0.655, -5.073, -0.890], [-0.373, -4.058, 0.982], [-0.633, -5.776, 1.159], [1.526, -6.380, 0.653], [1.828, -4.901, 1.490], [2.986, -5.130, -0.977], [1.976, -3.665, -0.643], [-1.294, -5.916, -1.141], [-1.121, -4.125, -1.154], [1.979, -2.407, 3.110], [1.527, -2.779, 4.354], [2.613, -3.130, 5.108], [3.776, -2.939, 4.316], [3.342, -2.483, 3.098], [1.420, -2.017, 2.362], [0.480, -2.682, 4.588], [2.554, -3.385, 6.154], [4.787, -3.111, 4.643], [3.892, -2.257, 2.197]],
  "fmax_ev_per_a": 1.39,
  "orbital_gap_ha": 0.28935,
  "e_homo_ev": -8.2
}

***

{
  "formula": "C33H60N6O3",
  "method": "wB97M-V/def2-TZVPD",
  "symbols": ["C", "C", "O", "C", "H", "H", "H", "H", "H", "H", "C", "C", "O", "C", "H", "H", "H", "H", "H", "H", "C", "C", "O", "C", "H", "H", "H", "H", "H", "H", "C", "C", "C", "C", "N", "H", "H", "H", "H", "H", "H", "H", "C", "C", "C", "C", "N", "H", "H", "H", "H", "H", "H", "H", "C", "C", "C", "C", "N", "H", "H", "H", "H", "H", "H", "H", "C", "C", "C", "C", "N", "H", "H", "H", "H", "H", "H", "H", "C", "C", "C", "C", "N", "H", "H", "H", "H", "H", "H", "H", "C", "C", "C", "C", "N", "H", "H", "H", "H", "H", "H", "H"],
  "positions_angstrom": [[2.683, -6.955, 0.498], [2.199, -5.535, 0.168], [2.547, -5.013, -0.868], [1.227, -5.014, 1.184], [3.308, -6.992, 1.391], [3.214, -7.470, -0.303], [1.772, -7.532, 0.655], [1.032, -3.961, 0.985], [1.607, -4.930, 2.202], [0.248, -5.491, 1.237], [0.586, 3.687, 4.904], [-0.754, 4.262, 5.353], [-0.827, 5.033, 6.325], [-1.987, 3.856, 4.615], [0.739, 3.872, 3.841], [0.654, 2.610, 5.059], [1.397, 4.122, 5.487], [-2.807, 4.574, 4.651], [-2.347, 2.921, 5.044], [-1.691, 3.625, 3.591], [-4.030, 1.399, 1.146], [-4.287, 2.133, -0.180], [-4.143, 3.315, -0.270], [-5.059, 1.392, -1.289], [-4.681, 1.718, 1.960], [-2.990, 1.528, 1.446], [-4.211, 0.328, 1.059], [-4.366, 0.787, -1.875], [-5.631, 2.008, -1.982], [-5.814, 0.750, -0.834], [-0.481, 0.044, 4.548], [-1.218, -1.255, 4.076], [-0.229, -2.430, 3.880], [0.932, -2.194, 3.059], [1.881, -1.961, 2.434], [0.166, 0.453, 3.772], [0.137, -0.196, 5.413], [-1.057, 0.884, 4.939], [-1.845, -1.116, 3.195], [-2.013, -1.591, 4.741], [-0.750, -3.301, 3.483], [0.203, -2.695, 4.845], [-0.182, 7.400, 1.078], [-0.427, 5.885, 0.918], [-1.812, 5.512, 0.474], [-2.759, 5.989, 1.493], [-3.471, 6.416, 2.297], [-0.913, 7.809, 1.777], [-0.476, 7.886, 0.148], [0.836, 7.624, 1.397], [-0.272, 5.421, 1.892], [0.331, 5.515, 0.228], [-1.890, 4.439, 0.299], [-2.048, 6.012, -0.465], [5.363, -2.886, -1.092], [5.030, -2.533, 0.391], [5.320, -1.123, 0.774], [4.618, -0.110, 0.004], [4.044, 0.682, -0.655], [6.413, -2.735, -1.342], [4.666, -2.336, -1.724], [5.136, -3.932, -1.298], [5.578, -3.155, 1.099], [3.973, -2.715, 0.583], [6.392, -0.942, 0.861], [4.967, -0.928, 1.786], [-1.544, -2.061, -5.651], [-2.108, -1.082, -4.608], [-3.226, -0.054, -5.070], [-2.749, 0.809, -6.142], [-2.368, 1.525, -6.942], [-0.949, -1.546, -6.406], [-2.330, -2.582, -6.198], [-0.903, -2.822, -5.207], [-1.274, -0.553, -4.147], [-2.558, -1.761, -3.883], [-3.497, 0.644, -4.278], [-4.050, -0.658, -5.451], [1.469, -2.395, -2.620], [2.178, -1.384, -3.557], [1.854, -1.457, -5.050], [1.719, -2.832, -5.477], [1.636, -3.935, -5.811], [1.810, -2.069, -1.637], [1.885, -3.401, -2.687], [0.387, -2.447, -2.739], [3.220, -1.696, -3.485], [2.075, -0.406, -3.086], [2.695, -1.073, -5.627], [0.967, -0.899, -5.348], [-1.226, -1.178, -0.141], [-0.789, -0.022, -1.019], [0.388, 0.860, -0.416], [0.020, 1.727, 0.732], [-0.289, 2.427, 1.636], [-0.446, -1.913, 0.060], [-2.098, -1.604, -0.638], [-1.495, -0.821, 0.853], [-1.647, 0.598, -1.282], [-0.520, -0.479, -1.972], [0.858, 1.464, -1.193], [1.173, 0.213, -0.025]],
  "fmax_ev_per_a": 3.97,
  "smiles": "CC(C)=O.CC(C)=O.CC(C)=O.CCCC#N.CCCC#N.CCCC#N.CCCC#N.CCCC#N.CCCC#N",
  "de_lowest_kcal_mol": 32.35,
  "orbital_gap_ha": 0.34277,
  "e_homo_ev": -9.2
}

***

{
  "formula": "C33H61BN5O13S",
  "method": "wB97M-V/def2-TZVPD",
  "symbols": ["C", "C", "C", "C", "C", "B", "N", "O", "N", "C", "C", "C", "S", "O", "O", "O", "C", "C", "N", "N", "N", "O", "C", "C", "C", "C", "C", "C", "C", "H", "H", "H", "H", "H", "H", "H", "H", "H", "H", "H", "H", "H", "H", "H", "H", "H", "H", "H", "H", "H", "H", "H", "H", "H", "H", "H", "H", "H", "O", "C", "O", "C", "C", "C", "H", "H", "H", "H", "H", "H", "H", "H", "O", "C", "O", "C", "C", "C", "H", "H", "H", "H", "H", "H", "H", "H", "O", "C", "O", "C", "C", "C", "H", "H", "H", "H", "H", "H", "H", "H", "O", "C", "O", "C", "C", "C", "H", "H", "H", "H", "H", "H", "H", "H"],
  "positions_angstrom": [[1.126, 1.044, 1.127], [1.877, 0.260, -0.146], [0.645, -0.041, -1.232], [0.027, -1.505, -0.827], [-1.337, -1.955, -0.035], [-2.500, -0.941, 0.548], [-3.756, -1.582, 1.137], [-2.448, 0.539, 0.544], [-1.295, -3.496, 0.041], [-2.275, -4.445, 0.693], [-3.522, -4.920, -0.262], [-3.913, -6.453, 0.183], [-2.729, -7.771, -0.484], [-2.149, -7.354, -1.857], [-3.569, -9.080, -0.753], [-1.564, -8.199, 0.690], [-0.048, -3.999, -0.657], [0.559, -5.506, -0.887], [0.891, -5.831, -2.343], [0.723, -2.802, -1.173], [1.908, -2.684, -1.882], [2.950, 1.102, -0.698], [3.758, 0.394, -1.703], [5.128, -0.303, -1.128], [5.326, -1.958, -1.014], [6.739, -2.659, -0.462], [8.037, -1.763, 0.003], [7.862, -0.116, -0.089], [6.462, 0.582, -0.646], [1.702, 0.929, 2.139], [0.848, 2.144, 0.838], [0.097, 0.461, 1.270], [2.256, -0.788, 0.225], [-0.198, 0.768, -1.082], [1.046, 0.018, -2.330], [-4.565, -1.011, 0.811], [-3.713, -1.438, 2.172], [-2.766, 0.882, -0.359], [-2.672, -3.927, 1.685], [-1.670, -5.401, 1.062], [-4.455, -4.242, 0.041], [-3.358, -4.764, -1.410], [-3.783, -6.491, 1.369], [-4.991, -6.794, -0.152], [-0.642, -8.295, 0.295], [1.597, -5.582, -0.304], [-0.194, -6.300, -0.471], [1.900, -6.161, -2.341], [0.352, -6.714, -2.581], [1.634, -2.338, -2.828], [2.436, -3.585, -1.920], [3.185, -0.415, -2.324], [4.111, 1.219, -2.490], [4.493, -2.733, -1.347], [6.818, -3.849, -0.416], [9.033, -2.268, 0.383], [8.806, 0.512, 0.269], [6.471, 1.773, -0.698], [-0.256, 3.754, 0.343], [-1.227, 4.340, 0.820], [-1.298, 4.576, 2.150], [-2.269, 5.437, 2.772], [-3.538, 4.674, 3.098], [-2.396, 4.713, -0.042], [-2.459, 6.326, 2.165], [-1.815, 5.791, 3.704], [-4.022, 4.296, 2.194], [-4.247, 5.316, 3.628], [-3.312, 3.805, 3.725], [-3.103, 3.881, -0.073], [-2.031, 4.909, -1.055], [-2.900, 5.623, 0.280], [10.947, 0.173, 0.556], [11.685, 1.147, 0.701], [12.504, 1.231, 1.774], [13.553, 2.204, 1.922], [13.024, 3.480, 2.545], [11.623, 2.304, -0.250], [14.067, 2.382, 0.973], [14.295, 1.759, 2.594], [12.274, 3.956, 1.908], [13.837, 4.193, 2.714], [12.537, 3.266, 3.502], [10.869, 3.015, 0.093], [11.334, 1.926, -1.237], [12.579, 2.807, -0.387], [-6.034, -0.116, -1.359], [-5.513, -0.538, -2.391], [-5.843, -0.008, -3.590], [-5.139, -0.272, -4.817], [-5.685, -1.510, -5.499], [-4.579, -1.711, -2.353], [-4.059, -0.325, -4.652], [-5.309, 0.597, -5.463], [-5.542, -2.403, -4.884], [-5.191, -1.670, -6.462], [-6.762, -1.411, -5.668], [-5.154, -2.635, -2.445], [-4.059, -1.709, -1.389], [-3.803, -1.674, -3.116], [-5.827, 3.788, 1.607], [-6.898, 4.322, 1.896], [-6.928, 5.392, 2.722], [-8.087, 6.217, 2.943], [-8.948, 5.653, 4.055], [-8.196, 3.741, 1.420], [-8.646, 6.371, 2.016], [-7.712, 7.201, 3.245], [-9.339, 4.665, 3.798], [-9.793, 6.316, 4.263], [-8.361, 5.533, 4.971], [-8.546, 2.998, 2.140], [-8.024, 3.251, 0.456], [-8.969, 4.488, 1.246]],
  "fmax_ev_per_a": 8.45,
  "total_charge": 1,
  "orbital_gap_ha": 0.23353,
  "e_homo_ev": -9.8
}